Record 1
{
  "formula": "C15H14N4OS2",
  "method": "wB97M-V/def2-TZVPD",
  "fmax_ev_per_a": 1.67,
  "orbital_gap_ev": 7.85,
  "spin_multiplicity": 1,
  "energy_ha": -1670.5952,
  "charge": 0,
  "smiles": "Cc1ccsc1/C=N/n1c(COc2ccccc2)n[nH]c1=S",
  "species": ["C", "C", "C", "C", "S", "C", "C", "N", "N", "C", "C", "O", "C", "C", "C", "C", "C", "C", "N", "N", "C", "S", "H", "H", "H", "H", "H", "H", "H", "H", "H", "H", "H", "H", "H", "H"],
  "positions_angstrom": [[4.702, 0.621, 1.688], [4.303, -0.364, 0.642], [5.076, -1.484, 0.278], [4.501, -2.238, -0.700], [2.993, -1.613, -1.217], [3.129, -0.295, -0.087], [2.112, 0.691, 0.007], [1.085, 0.608, -0.756], [0.104, 1.523, -0.734], [-1.090, 1.278, -1.379], [-1.388, -0.044, -2.004], [-1.621, -1.050, -1.047], [-2.786, -1.042, -0.326], [-2.915, -2.077, 0.599], [-4.052, -2.180, 1.374], [-5.076, -1.255, 1.237], [-4.946, -0.228, 0.322], [-3.809, -0.112, -0.463], [-1.876, 2.302, -1.315], [-1.193, 3.244, -0.635], [0.036, 2.816, -0.241], [1.136, 3.715, 0.585], [4.024, 0.571, 2.539], [4.671, 1.636, 1.297], [5.710, 0.411, 2.037], [6.025, -1.719, 0.727], [4.884, -3.133, -1.149], [2.260, 1.484, 0.734], [-0.498, -0.382, -2.543], [-2.233, 0.066, -2.694], [-2.108, -2.787, 0.689], [-4.140, -2.986, 2.087], [-5.965, -1.335, 1.843], [-5.736, 0.500, 0.210], [-3.729, 0.708, -1.158], [-1.592, 4.149, -0.446]],
  "mulliken_charge": [-1.42, 0.45, -0.73, -0.41, -0.11, 0.40, -0.17, -0.82, 0.69, 0.70, -0.93, -0.42, 0.87, -0.53, -0.37, -0.53, -0.74, -0.28, -0.60, 0.00, 0.43, -0.50, 0.33, 0.36, 0.36, 0.39, 0.42, 0.30, 0.48, 0.37, 0.41, 0.36, 0.38, 0.36, 0.33, 0.17]
}

Record 2
{
  "formula": "C15H14N6OS2",
  "method": "wB97M-V/def2-TZVPD",
  "fmax_ev_per_a": 1.69,
  "orbital_gap_ev": 8.66,
  "spin_multiplicity": 1,
  "energy_ha": -1780.1233,
  "charge": 0,
  "smiles": "CCc1nnc(NC(=O)CSc2ccc(-c3cccnc3)nn2)s1",
  "species": ["C", "C", "C", "N", "N", "C", "N", "C", "O", "C", "S", "C", "C", "C", "C", "C", "C", "C", "C", "N", "C", "N", "N", "S", "H", "H", "H", "H", "H", "H", "H", "H", "H", "H", "H", "H", "H", "H"],
  "positions_angstrom": [[1.800, 3.197, 5.264], [2.718, 3.948, 4.307], [2.804, 3.273, 2.991], [2.213, 2.188, 2.668], [2.437, 1.768, 1.431], [3.219, 2.535, 0.755], [3.632, 2.361, -0.532], [3.235, 1.431, -1.476], [3.770, 1.429, -2.556], [2.135, 0.492, -1.076], [0.560, 1.425, -1.028], [-0.576, 0.130, -1.315], [-1.953, 0.411, -1.321], [-2.800, -0.640, -1.559], [-2.225, -1.907, -1.788], [-3.021, -3.102, -2.070], [-2.494, -4.370, -1.820], [-3.264, -5.484, -2.094], [-4.541, -5.294, -2.606], [-5.044, -4.100, -2.867], [-4.305, -3.037, -2.613], [-0.910, -2.076, -1.749], [-0.105, -1.091, -1.514], [3.782, 3.937, 1.672], [2.168, 2.189, 5.426], [1.755, 3.716, 6.218], [0.799, 3.129, 4.849], [2.355, 4.968, 4.154], [3.726, 4.023, 4.728], [4.333, 3.011, -0.869], [2.014, -0.292, -1.822], [2.295, 0.080, -0.081], [-2.304, 1.413, -1.133], [-3.871, -0.508, -1.550], [-1.497, -4.453, -1.415], [-2.888, -6.479, -1.912], [-5.191, -6.131, -2.823], [-4.760, -2.091, -2.876]],
  "mulliken_charge": [-1.27, -0.09, 0.23, -0.67, 0.01, 0.47, -0.10, 0.22, -0.59, -0.38, -0.22, 0.54, -0.54, -0.63, 0.47, 0.83, -0.30, -0.48, -0.20, -0.62, -0.47, -0.64, -0.21, -0.26, 0.31, 0.40, 0.31, 0.29, 0.29, 0.22, 0.50, 0.39, 0.39, 0.31, 0.45, 0.38, 0.37, 0.33]
}

Record 3
{
  "formula": "C15H15Cl2CoO3S",
  "method": "wB97M-V/def2-TZVPD",
  "s_squared": 0.77,
  "fmax_ev_per_a": 0.52,
  "orbital_gap_ev": [7.39, 7.34],
  "spin_multiplicity": 2,
  "energy_ha": -3507.7517,
  "charge": -1,
  "species": ["Co", "C", "C", "C", "C", "C", "H", "H", "H", "H", "H", "Cl", "C", "C", "C", "C", "C", "Cl", "C", "S", "H", "H", "H", "C", "C", "C", "O", "C", "O", "O", "H", "H", "H", "H", "H", "H", "H"],
  "positions_angstrom": [[-0.299, -0.148, -0.306], [-0.123, -3.207, 1.308], [0.924, -2.591, 2.066], [0.570, -1.271, 2.299], [-0.679, -1.014, 1.658], [-1.108, -2.263, 1.091], [-0.126, -4.228, 0.951], [1.836, -3.074, 2.393], [1.158, -0.538, 2.835], [-1.367, -0.231, 1.949], [-2.047, -2.418, 0.576], [0.460, 2.093, 0.383], [-1.066, 2.934, 0.580], [-0.994, 4.215, 1.092], [-2.158, 4.947, 1.267], [-3.369, 4.370, 0.918], [-3.405, 3.087, 0.407], [-4.970, 2.444, -0.010], [-2.258, 2.292, 0.208], [-2.373, 0.693, -0.458], [-0.028, 4.629, 1.346], [-2.121, 5.951, 1.666], [-4.298, 4.909, 1.039], [1.425, -2.788, -1.885], [1.896, -1.358, -1.658], [3.401, -1.236, -1.783], [1.503, -0.900, -0.346], [1.148, -0.441, -2.654], [1.592, -0.314, -3.786], [0.065, 0.075, -2.199], [1.923, -3.475, -1.197], [1.662, -3.074, -2.910], [0.348, -2.868, -1.732], [3.900, -1.940, -1.113], [3.720, -0.224, -1.532], [3.690, -1.441, -2.812], [1.568, -1.597, 0.347]],
  "lowdin_spin": [1.00, 0.01, -0.01, 0.01, -0.01, 0.00, 0.00, 0.00, 0.00, 0.00, 0.00, 0.03, 0.00, 0.00, 0.00, 0.00, 0.00, 0.00, 0.00, -0.02, 0.00, 0.00, 0.00, 0.00, 0.00, 0.00, -0.01, 0.00, 0.00, 0.00, 0.00, 0.00, 0.00, 0.00, 0.00, 0.00, 0.00]
}

Record 4
{
  "formula": "C15H15ClN2O2S",
  "method": "wB97M-V/def2-TZVPD",
  "fmax_ev_per_a": 19.46,
  "orbital_gap_ev": 8.23,
  "spin_multiplicity": 1,
  "energy_ha": -1698.4895,
  "charge": 0,
  "species": ["O", "C", "N", "C", "N", "C", "C", "S", "C", "C", "C", "C", "C", "C", "C", "H", "H", "H", "Cl", "H", "H", "H", "H", "H", "C", "O", "C", "H", "H", "C", "H", "H", "C", "H", "H", "H"],
  "positions_angstrom": [[-4.138, 2.269, -0.566], [-3.149, 1.567, -0.219], [-1.848, 1.930, -0.635], [-0.724, 1.267, -0.367], [0.307, 1.620, -1.025], [1.349, 1.051, -0.446], [1.139, -0.036, 0.514], [-0.493, -0.064, 0.579], [2.185, -0.800, 0.862], [3.630, -0.665, 0.325], [4.433, 0.472, 0.919], [5.619, 0.575, 0.201], [6.099, -0.374, -0.969], [5.196, -0.991, -1.381], [3.931, -1.307, -0.958], [3.173, -2.016, -1.151], [5.476, -1.768, -2.269], [7.004, -0.075, -1.228], [6.941, 1.699, 0.955], [4.206, 0.855, 1.919], [1.865, -1.864, 0.724], [2.169, -0.543, 2.190], [2.343, 1.588, -0.829], [-2.001, 2.685, -1.066], [-3.538, 0.569, 0.483], [-4.697, 0.542, 1.358], [-5.728, -0.325, 0.563], [-6.000, 0.665, -0.304], [-6.683, -0.383, 1.305], [-4.989, -1.436, 0.133], [-5.072, -2.073, 0.763], [-5.477, -1.790, -0.997], [-3.543, -0.880, -0.074], [-3.353, -0.853, -1.161], [-2.896, -1.712, 0.300], [-2.734, 0.598, 1.550]],
  "mulliken_charge": [-0.69, 0.15, -0.08, 0.79, -0.61, -0.56, 0.46, -0.23, -0.58, 0.71, -0.69, 0.24, -0.65, -0.48, -0.40, 0.44, 0.13, 0.60, -0.25, 0.36, 0.30, 0.20, 0.29, -0.03, 0.47, -0.50, -0.38, 0.22, 0.26, -0.69, 0.50, 0.23, -0.45, 0.42, 0.22, 0.28]
}